Computed, not measured: a cluster of 2 separate species, C6H12O4 in total, with ωB97M-V/def2-TZVPD.

```
! RIJCOSX wB97M-V def2-TZVPD def2/J DEFGRID3
* xyz 0 1
C -2.2547 1.8840 0.6329
C -0.8357 2.2221 1.1925
O -0.5731 3.3067 0.3390
C -1.0620 2.9832 -0.8334
O -2.3310 2.5295 -0.6242
H -2.4285 0.7979 0.5073
H -3.0981 2.2940 1.2210
H -0.2121 1.3475 0.9247
H -0.7841 2.3484 2.2911
H -1.0761 3.8381 -1.5366
H -0.4905 2.1641 -1.3109
C 1.8186 -1.7245 0.5283
C 1.5975 -1.6084 -1.0209
O 1.5845 -2.9569 -1.3708
C 0.8086 -3.5705 -0.3644
O 1.1327 -2.9172 0.8963
H 2.8942 -1.8170 0.7733
H 1.4085 -0.8868 1.1244
H 2.3945 -0.9485 -1.4144
H 0.6337 -1.0754 -1.1325
H -0.2694 -3.5959 -0.6150
H 1.1424 -4.6143 -0.2075
*
```

The energy above the lowest of the compared OMol25 structures with the same formula, charge and spin is 3.399 eV. As for the SMILES: C1COCO1.C1COCO1. Its strongest force on any atom is 5.02 eV/Å. As for the LUMO energy: 0.7043 eV. The value obtained for the frontier orbital gap is 10.65 eV.